Density functional theory data (wB97M-V/def2-TZVPD) for a structure of composition C7H12S in a non-equilibrium geometry.

Element x y z (Å)
1 C 0.81031 -0.01539 -0.23535
2 C 0.55544 1.54087 -0.03543
3 C -0.72929 1.00895 0.56349
4 C -1.89438 0.86224 -0.35166
5 C -2.48584 -0.70080 -0.43598
6 C -1.21478 -1.38605 0.29895
7 C -0.16868 -0.36116 0.80754
8 H 3.03684 -0.28261 0.96979
9 H 0.48034 -0.50484 -1.07940
10 H 0.29501 2.32184 -0.98606
11 H 1.09009 2.02099 0.78434
12 H -1.08976 1.57768 1.49570
13 H -3.00023 1.36748 -0.13756
14 H -1.53423 1.07336 -1.41474
15 H -3.71855 -0.82805 0.00848
16 H -2.72061 -1.08312 -1.60823
17 H -1.43415 -1.97106 1.25975
18 H -0.72509 -2.15371 -0.50804
19 H 0.10385 -0.65450 1.87691
20 S 2.49873 -0.41097 -0.27064

## Properties
* HOMO: -0.32067 hartree
* total charge: 0
* frontier orbital gap: 0.3548 Eh
* lowest unoccupied orbital energy: 0.929 eV
* 2S+1: 1
* energy above the lowest of the compared OMol25 structures with the same formula, charge and spin: 472.1 kJ/mol

=====

Density functional theory data (wB97M-V/def2-TZVPD) for a structure of composition C13H16ClNO4S in a non-equilibrium geometry.

Element x y z (Å)
1 O 1.37651 3.60682 -0.15631
2 C 2.46498 2.90666 -0.17662
3 O 3.70679 3.52164 -0.19238
4 H 3.55832 4.36620 -0.24861
5 C 2.31519 1.26007 -0.24367
6 C 0.99607 0.71009 -0.05442
7 C 0.89241 -0.70163 0.13639
8 C 2.12602 -1.30509 -0.07307
9 C 3.33653 -0.67239 -0.02950
10 C 3.49615 0.63406 -0.01161
11 H 4.35424 1.37908 0.02843
12 H 4.17980 -1.19916 0.02712
13 Cl 2.03626 -3.20508 0.00456
14 S -0.58228 -1.36271 -0.01770
15 O -0.72338 -2.18329 1.05339
16 O -0.73517 -2.20816 -1.16315
17 N -1.64752 -0.37180 -0.02714
18 C -2.16857 0.18147 1.30615
19 C -2.71602 1.70468 1.14557
20 C -4.33740 1.55950 0.98688
21 C -4.64393 1.21970 -0.69180
22 H -5.79843 1.25189 -0.57442
23 C -3.96326 0.05288 -1.06570
24 H -4.25432 -0.84834 -0.28909
25 H -4.38227 -0.11344 -2.34553
26 C -2.35686 0.07563 -1.29102
27 H -2.07308 -0.86866 -2.00444
28 H -2.15119 1.21375 -1.69360
29 H -4.32656 2.02596 -1.09754
30 H -4.73059 0.69658 1.55812
31 H -4.77095 2.57193 1.08180
32 H -2.34117 2.24087 0.38939
33 H -2.69164 2.06360 2.23048
34 H -2.82220 -0.63826 1.65239
35 H -1.26657 0.20980 1.85166
36 H 0.19317 1.59015 -0.14089

## Properties
* HOMO: -0.35797 hartree
* total charge: 0
* frontier orbital gap: 0.3438 Eh
* lowest unoccupied orbital energy: -0.385 eV
* 2S+1: 1
* energy above the lowest of the compared OMol25 structures with the same formula, charge and spin: 942.4 kJ/mol

=====

Copy entry 2 word for word.
Density functional theory data (wB97M-V/def2-TZVPD) for a structure of composition C13H16ClNO4S in a non-equilibrium geometry.

Element x y z (Å)
1 O 1.37651 3.60682 -0.15631
2 C 2.46498 2.90666 -0.17662
3 O 3.70679 3.52164 -0.19238
4 H 3.55832 4.36620 -0.24861
5 C 2.31519 1.26007 -0.24367
6 C 0.99607 0.71009 -0.05442
7 C 0.89241 -0.70163 0.13639
8 C 2.12602 -1.30509 -0.07307
9 C 3.33653 -0.67239 -0.02950
10 C 3.49615 0.63406 -0.01161
11 H 4.35424 1.37908 0.02843
12 H 4.17980 -1.19916 0.02712
13 Cl 2.03626 -3.20508 0.00456
14 S -0.58228 -1.36271 -0.01770
15 O -0.72338 -2.18329 1.05339
16 O -0.73517 -2.20816 -1.16315
17 N -1.64752 -0.37180 -0.02714
18 C -2.16857 0.18147 1.30615
19 C -2.71602 1.70468 1.14557
20 C -4.33740 1.55950 0.98688
21 C -4.64393 1.21970 -0.69180
22 H -5.79843 1.25189 -0.57442
23 C -3.96326 0.05288 -1.06570
24 H -4.25432 -0.84834 -0.28909
25 H -4.38227 -0.11344 -2.34553
26 C -2.35686 0.07563 -1.29102
27 H -2.07308 -0.86866 -2.00444
28 H -2.15119 1.21375 -1.69360
29 H -4.32656 2.02596 -1.09754
30 H -4.73059 0.69658 1.55812
31 H -4.77095 2.57193 1.08180
32 H -2.34117 2.24087 0.38939
33 H -2.69164 2.06360 2.23048
34 H -2.82220 -0.63826 1.65239
35 H -1.26657 0.20980 1.85166
36 H 0.19317 1.59015 -0.14089

## Properties
* HOMO: -0.35797 hartree
* total charge: 0
* frontier orbital gap: 0.3438 Eh
* lowest unoccupied orbital energy: -0.385 eV
* 2S+1: 1
* energy above the lowest of the compared OMol25 structures with the same formula, charge and spin: 942.4 kJ/mol

=====

- What is the formula in the second record?
  C13H16ClNO4S